Here is an isolated ion of composition C44H50N3O and charge +1 in a non-equilibrium geometry from OMol25. Energies are from the ωB97M-V functional and the def2-TZVPD basis.

Structure (XYZ):
```
98
Properties=species:S:1:pos:R:3
C 4.569 -3.041 3.651
C 5.881 -2.385 4.027
N 5.827 -0.922 3.941
C 7.159 -0.352 4.163
C 7.070 1.135 4.409
C 6.140 1.819 3.397
C 4.802 1.196 3.339
C 4.701 -0.190 3.675
C 3.409 -0.793 3.668
C 2.312 -0.002 3.322
C 2.439 1.367 2.923
C 1.276 2.093 2.321
C -0.059 1.315 2.456
C -1.120 1.787 3.193
C -2.329 0.935 3.370
C -2.242 -0.461 3.471
C -3.335 -1.244 3.817
C -4.610 -0.622 3.927
N -5.714 -1.404 4.182
C -5.707 -2.863 4.076
C -4.396 -3.466 3.621
C -3.190 -2.681 4.135
C -7.045 -0.834 4.397
C -6.996 0.604 4.832
C -6.068 1.432 3.933
C -4.751 0.777 3.764
C -3.616 1.523 3.471
C 3.715 1.921 2.924
C 3.327 -2.226 4.067
H 4.557 -3.191 2.566
H 4.522 -4.027 4.127
H 6.192 -2.676 5.047
H 6.670 -2.775 3.365
H 7.606 -0.870 5.033
H 7.809 -0.590 3.297
H 6.717 1.300 5.434
H 8.075 1.550 4.315
H 6.041 2.884 3.662
H 6.585 1.744 2.383
H 1.330 -0.487 3.384
H 1.672 2.108 1.196
H -0.053 0.302 2.043
H -1.099 2.693 3.818
H -1.279 -0.949 3.335
H -6.004 -3.268 5.064
H -6.510 -3.155 3.379
H -4.341 -4.492 3.988
H -4.379 -3.476 2.525
H -2.278 -3.054 3.680
H -3.103 -2.807 5.230
H -7.613 -0.955 3.457
H -7.539 -1.468 5.154
H -8.012 0.991 4.801
H -6.634 0.659 5.868
H -6.548 1.566 2.948
H -5.949 2.429 4.370
H -3.685 2.597 3.322
H 3.887 2.947 2.619
H 2.442 -2.656 3.564
H 3.181 -2.327 5.161
O 0.841 2.349 -0.385
C 0.885 3.765 -0.335
C 1.923 4.054 -1.415
C 2.121 3.116 -2.435
C 3.110 3.325 -3.420
C 3.846 4.532 -3.416
C 3.593 5.509 -2.441
C 2.598 5.279 -1.481
C -0.502 4.185 -0.765
C -1.669 3.525 -0.369
C -2.926 4.011 -0.780
C -3.016 5.152 -1.599
C -1.842 5.810 -1.988
C -0.608 5.311 -1.567
C 1.192 4.354 1.048
C 2.652 4.756 1.422
C 2.611 4.930 2.943
C 1.229 4.358 3.341
N 0.813 3.473 2.218
H 0.029 1.970 0.049
H 1.541 2.185 -2.443
H 3.268 2.555 -4.192
H 4.607 4.703 -4.188
H 4.144 6.475 -2.446
H 2.379 6.067 -0.756
H -1.683 2.613 0.234
H -3.852 3.488 -0.486
H -3.990 5.539 -1.928
H -1.862 6.700 -2.636
H 0.297 5.809 -1.881
H 0.630 5.301 1.108
H 3.342 3.921 1.121
H 3.068 5.691 0.939
H 3.358 4.303 3.472
H 2.682 5.975 3.259
H 1.170 3.777 4.228
H 0.441 5.122 3.413
H -0.170 3.298 2.122
```

Summary:
Lowest unoccupied orbital energy = -1.89 eV
Charge = +1
Energy above the lowest of the compared OMol25 structures with the same formula, charge and spin = 0.00 kJ/mol
HOMO level = -9.15 eV
Kohn-Sham gap = 0.2667 Ha


Here is C44H52Br2N7O4S2SeY as an isolated structure in a non-equilibrium geometry from OMol25. Energies are from the ωB97M-V functional and the def2-TZVPD basis.

Structure (XYZ):
```
113
Properties=species:S:1:pos:R:3
Y -26.041 -0.380 -2.468
O -24.577 -2.137 -2.301
C -25.547 -2.875 -1.939
O -26.768 -2.428 -1.942
C -25.324 -4.270 -1.451
C -26.449 -5.057 -1.185
C -26.334 -6.314 -0.516
C -25.064 -6.765 -0.162
C -23.923 -6.029 -0.515
C -23.981 -4.813 -1.187
S -22.485 -4.166 -1.618
H -27.419 -4.676 -1.471
H -27.209 -6.890 -0.260
H -24.997 -7.735 0.320
H -22.930 -6.364 -0.324
N -25.663 3.990 -1.923
C -26.698 3.863 -0.996
C -27.263 2.627 -1.267
N -26.543 1.930 -2.268
C -25.545 2.768 -2.592
C -24.407 2.260 -3.369
N -24.181 0.969 -3.634
C -22.990 0.927 -4.382
C -22.496 2.175 -4.502
N -23.378 3.045 -3.892
H -25.083 4.827 -2.044
H -27.035 4.642 -0.359
H -28.129 2.204 -0.756
H -22.565 0.044 -4.719
H -21.602 2.564 -4.937
H -23.332 4.062 -3.777
C -28.996 -0.595 0.069
C -29.489 -0.672 -1.344
C -30.892 -0.882 -1.569
C -31.391 -1.015 -2.853
C -30.534 -1.012 -3.954
C -31.036 -1.062 -5.324
Br -32.869 -1.133 -5.757
C -30.107 -0.870 -6.356
C -28.752 -0.568 -6.108
Br -27.518 -0.176 -7.477
C -28.224 -0.610 -4.785
O -26.965 -0.368 -4.554
C -29.182 -0.732 -3.691
N -28.671 -0.593 -2.387
H -29.801 -0.477 0.776
H -28.272 0.232 0.177
H -28.538 -1.566 0.311
H -31.541 -1.042 -0.703
H -32.485 -1.056 -3.073
H -30.385 -0.857 -7.418
C -26.278 -2.269 3.564
C -26.276 -0.717 3.262
C -25.022 -0.193 2.581
S -24.725 -0.865 0.890
O -25.694 -0.055 -0.091
C -23.127 -0.022 0.650
C -22.830 1.330 1.247
C -21.657 2.046 0.618
H -25.666 -2.712 2.831
H -27.318 -2.614 3.457
H -25.987 -2.541 4.561
H -26.420 -0.189 4.224
H -27.103 -0.511 2.575
H -24.107 -0.415 3.152
H -25.021 0.924 2.531
H -23.042 0.045 -0.434
H -22.354 -0.807 0.975
H -22.682 1.275 2.288
H -23.806 1.916 1.071
H -20.737 1.485 0.808
H -21.539 3.064 1.093
H -21.742 2.254 -0.480
C -19.410 -5.690 -8.108
C -20.558 -5.055 -8.877
C -20.256 -3.682 -9.513
C -20.719 -2.387 -8.723
N -19.814 -1.909 -7.653
C -19.972 -2.253 -6.321
Se -21.307 -3.342 -5.631
N -18.949 -1.722 -5.614
C -18.750 -1.904 -4.174
C -17.881 -3.130 -3.838
C -16.371 -2.964 -4.203
C -15.472 -2.129 -3.253
C -18.082 -1.059 -6.456
C -16.890 -0.392 -6.158
C -16.164 0.108 -7.261
C -16.609 -0.110 -8.588
C -17.817 -0.823 -8.858
C -18.611 -1.196 -7.773
H -19.548 -6.780 -8.098
H -19.398 -5.344 -7.071
H -18.421 -5.530 -8.574
H -21.413 -4.942 -8.184
H -20.837 -5.727 -9.695
H -20.813 -3.576 -10.450
H -19.174 -3.569 -9.718
H -21.701 -2.536 -8.285
H -20.846 -1.568 -9.387
H -19.706 -2.113 -3.765
H -18.300 -1.061 -3.693
H -18.349 -3.901 -4.395
H -17.944 -3.262 -2.769
H -16.211 -2.588 -5.283
H -15.897 -3.966 -4.214
H -15.526 -1.117 -3.653
H -14.414 -2.438 -3.315
H -15.832 -2.124 -2.228
H -16.513 -0.417 -5.137
H -15.326 0.758 -7.106
H -16.015 0.231 -9.396
H -18.171 -1.101 -9.833
```

Summary:
Lowest unoccupied orbital energy = -0.89 eV
Energy above the lowest of the compared OMol25 structures with the same formula, charge and spin = 23.79 kJ/mol
HOMO level = -4.94 eV
Kohn-Sham gap = 0.1487 Ha


Here is C44H52N3P3Rh as an isolated structure in a non-equilibrium geometry from OMol25. Energies are from the ωB97M-V functional and the def2-TZVPD basis.

Structure (XYZ):
```
103
Properties=species:S:1:pos:R:3
Rh -0.320 -0.788 0.661
C 1.577 1.543 -1.737
N 0.579 2.461 -2.144
C -0.795 2.160 -1.910
P -1.162 0.436 -1.421
C -2.951 0.490 -1.613
C -3.612 -0.226 -2.614
C -4.991 -0.107 -2.733
C -5.705 0.695 -1.849
C -5.047 1.390 -0.838
C -3.672 1.282 -0.710
C -0.461 -0.553 -2.772
C -0.655 -0.130 -4.090
C -0.111 -0.850 -5.144
C 0.621 -2.004 -4.899
C 0.829 -2.433 -3.593
C 0.300 -1.702 -2.539
C 0.899 3.666 -2.835
C -0.074 4.641 -3.001
C 0.209 5.805 -3.709
C 1.463 6.022 -4.242
C 2.439 5.059 -4.059
C 2.162 3.884 -3.369
P 1.322 0.933 0.010
C 3.060 0.878 0.452
C 3.813 -0.163 -0.096
C 5.187 -0.190 0.094
C 5.800 0.816 0.833
C 5.045 1.853 1.371
C 3.669 1.891 1.186
C 0.487 2.296 0.849
C -0.618 1.977 1.639
C -1.340 2.955 2.304
C -0.957 4.285 2.154
C 0.121 4.621 1.341
C 0.848 3.634 0.687
H 2.549 2.022 -1.691
H 1.678 0.658 -2.378
H -1.393 2.295 -2.819
H -1.249 2.796 -1.139
H -3.065 -0.855 -3.308
H -5.508 -0.640 -3.522
H -6.781 0.781 -1.949
H -5.608 2.015 -0.153
H -3.159 1.818 0.085
H -1.228 0.767 -4.304
H -0.258 -0.506 -6.161
H 1.036 -2.568 -5.726
H 1.402 -3.333 -3.403
H 0.505 -2.027 -1.534
H -1.061 4.528 -2.564
H -0.565 6.552 -3.833
H 1.679 6.927 -4.794
H 3.430 5.207 -4.470
H 2.946 3.138 -3.292
H 3.329 -0.947 -0.675
H 5.782 -0.990 -0.331
H 6.873 0.800 0.982
H 5.530 2.642 1.935
H 3.088 2.700 1.614
H -0.905 0.919 1.711
H -2.191 2.696 2.924
H -1.505 5.064 2.672
H 0.394 5.661 1.206
H 1.676 3.912 0.043
N -2.142 -1.815 -0.288
C -1.880 -3.243 -0.656
C -2.911 -4.170 -0.033
C -2.628 -4.450 1.431
C -2.595 -3.225 2.332
N -1.336 -2.416 2.195
H -2.785 -1.771 0.492
H -2.626 -1.356 -1.052
H -0.883 -3.524 -0.315
H -1.880 -3.322 -1.739
H -2.917 -5.108 -0.587
H -3.911 -3.735 -0.147
H -1.675 -4.987 1.525
H -3.396 -5.119 1.818
H -2.654 -3.561 3.367
H -3.465 -2.583 2.165
H -0.560 -3.067 2.212
H -1.245 -1.875 3.044
C 3.023 -1.001 2.874
P 1.218 -1.085 2.732
C 0.709 0.162 3.945
C 0.950 -2.694 3.517
C 1.566 -3.811 2.942
C 1.470 -5.051 3.559
C 0.745 -5.184 4.739
C 0.124 -4.079 5.307
C 0.212 -2.835 4.694
H 3.239 -1.362 3.880
H 3.377 0.012 2.769
H 3.525 -1.637 2.151
H 1.204 -0.071 4.888
H -0.370 0.198 4.095
H 1.042 1.141 3.600
H 2.134 -3.714 2.020
H 1.974 -5.909 3.131
H 0.656 -6.154 5.212
H -0.417 -4.179 6.241
H -0.276 -1.983 5.156
```

Summary:
Lowest unoccupied orbital energy (spin up / spin down) = -9.96 / -10.00 eV
Charge = +3
HOMO level (spin up / spin down) = -14.52 / -14.52 eV
Kohn-Sham gap (spin up / spin down) = 0.1678 / 0.1662 Ha


Here is C44H52N4O3PSScSi2Te as an isolated structure from OMol25. Energies are from the ωB97M-V functional and the def2-TZVPD basis.

Structure (XYZ):
```
109
Properties=species:S:1:pos:R:3
Sc -0.053 0.034 0.246
N 3.241 -2.057 2.234
C 3.621 -3.122 1.408
C 4.037 -4.343 1.926
C 4.430 -5.358 1.064
C 4.384 -5.169 -0.312
C 3.958 -3.951 -0.829
C 3.602 -2.921 0.033
S 3.245 -1.285 -0.494
N 1.966 -0.902 0.588
C 2.248 -1.164 1.880
C 1.530 -0.503 2.890
C 1.632 -0.826 4.271
C 0.993 -0.062 5.200
C 0.222 1.033 4.765
C 0.107 1.240 3.410
N 0.712 0.517 2.465
H 3.370 -2.199 3.216
H 4.058 -4.493 3.001
H 4.763 -6.305 1.473
H 4.682 -5.965 -0.984
H 3.919 -3.789 -1.902
H 2.191 -1.692 4.601
H 1.069 -0.303 6.253
H -0.294 1.677 5.460
H -0.515 2.045 3.052
C 3.234 -4.578 -4.551
C 3.643 -3.260 -4.381
C 2.840 -2.374 -3.678
C 1.605 -2.770 -3.154
C 1.206 -4.092 -3.334
C 2.020 -4.991 -4.021
P 0.589 -1.418 -2.399
C -0.835 -2.446 -1.835
C -2.056 -2.524 -2.499
C -3.052 -3.371 -2.032
C -2.835 -4.152 -0.900
C -1.618 -4.084 -0.234
C -0.623 -3.233 -0.701
C -0.082 -0.615 -3.909
C 0.129 -1.166 -5.175
C -0.385 -0.593 -6.329
C -1.138 0.575 -6.233
C -1.370 1.145 -5.005
C -0.854 0.590 -3.801
H 3.856 -5.277 -5.098
H 4.591 -2.926 -4.788
H 3.163 -1.345 -3.550
H 0.256 -4.434 -2.946
H 1.691 -6.016 -4.152
H -2.234 -1.905 -3.372
H -4.002 -3.419 -2.554
H -3.613 -4.818 -0.542
H -1.444 -4.687 0.650
H 0.334 -3.189 -0.187
H 0.695 -2.079 -5.281
H -0.199 -1.057 -7.291
H -1.532 1.044 -7.129
H -1.934 2.067 -4.963
O -4.145 0.019 -1.567
C -3.728 -0.409 -0.522
C -4.587 -1.157 0.505
C -3.616 -1.503 1.631
C -2.311 -1.013 1.063
O -1.173 -1.190 1.590
N -2.403 -0.339 -0.070
H -5.005 -2.038 0.018
H -5.413 -0.516 0.808
H -3.548 -2.562 1.877
H -3.811 -0.956 2.557
C -2.207 2.294 -2.502
C -1.120 1.263 -2.574
O -0.359 1.034 -1.487
H -1.809 3.315 -2.578
H -2.728 2.219 -1.554
H -2.946 2.135 -3.281
C -3.114 2.730 4.261
Si -3.192 3.894 2.808
C -3.937 5.505 3.379
C -4.233 3.144 1.451
C -1.466 4.281 2.147
Te -0.870 2.992 0.538
C 0.928 4.068 0.079
Si 2.423 3.960 1.211
C 2.030 4.315 2.999
C 3.254 2.299 1.034
C 3.573 5.314 0.623
H -4.080 2.710 4.781
H -2.356 3.067 4.979
H -2.872 1.705 3.966
H -4.906 5.347 3.868
H -4.089 6.189 2.537
H -3.272 5.998 4.099
H -5.243 2.910 1.805
H -3.786 2.214 1.073
H -4.320 3.832 0.603
H -0.718 4.285 2.946
H -1.484 5.275 1.690
H 0.598 5.103 -0.038
H 1.225 3.704 -0.912
H 1.457 3.511 3.475
H 1.478 5.256 3.112
H 2.976 4.416 3.543
H 3.345 1.786 1.996
H 4.258 2.414 0.613
H 2.694 1.640 0.370
H 3.074 6.290 0.658
H 3.902 5.140 -0.409
H 4.466 5.369 1.257
```

Summary:
Lowest unoccupied orbital energy (spin up / spin down) = 0.28 / -0.20 eV
Energy above the lowest of the compared OMol25 structures with the same formula, charge and spin = 0.00 kJ/mol
HOMO level (spin up / spin down) = -5.67 / -5.65 eV
Kohn-Sham gap (spin up / spin down) = 0.2186 / 0.2003 Ha